The following is a quantum chemistry calculation of a cluster of 12 separate species, C46H127N11O12 in total, from OMol25.

Positions of all 196 atoms, in Å:
1 C -3.53571 -0.90628 -4.49299
2 C -3.34818 -2.42367 -4.74653
3 C -4.29978 -3.31862 -3.93717
4 O -4.09326 -3.22767 -2.50723
5 C -5.08057 -4.01266 -1.83385
6 N -3.51443 -2.64154 -6.21532
7 H -4.19298 -0.43364 -5.22286
8 H -2.62724 -0.32988 -4.66783
9 H -3.92606 -0.72044 -3.49240
10 H -2.31320 -2.67920 -4.51930
11 H -4.17515 -4.34173 -4.29186
12 H -5.30594 -2.98867 -4.19577
13 H -6.01932 -3.45936 -1.80713
14 H -4.78646 -4.14520 -0.79267
15 H -5.24972 -4.99320 -2.27883
16 H -3.10006 -1.85604 -6.69636
17 H -4.49506 -2.51263 -6.41987
18 C -11.47970 8.02673 -2.50188
19 C -10.57388 8.24321 -1.32881
20 C -9.33672 7.30969 -1.25611
21 O -9.71210 5.92478 -1.19571
22 C -8.78607 5.12555 -1.89656
23 N -10.20474 9.64488 -1.23052
24 H -12.26605 8.77566 -2.59616
25 H -11.89157 7.01793 -2.47411
26 H -10.81342 8.03238 -3.36451
27 H -11.14113 7.99898 -0.43066
28 H -8.83254 7.55448 -0.32124
29 H -8.66022 7.54303 -2.07830
30 H -8.64204 5.42963 -2.93334
31 H -9.22334 4.13072 -1.98128
32 H -7.82427 5.01421 -1.39593
33 H -9.42581 9.75815 -0.59764
34 H -9.78571 10.00367 -2.07657
35 C -0.07155 -6.60496 6.49417
36 C 0.55760 -5.28723 6.91135
37 C 1.21138 -5.24841 8.28023
38 O 1.88662 -4.00876 8.41727
39 C 2.77081 -3.90220 9.49129
40 N 1.52535 -5.12580 5.85293
41 H 0.65854 -7.38884 6.69569
42 H -0.36256 -6.63569 5.44418
43 H -0.89612 -6.90750 7.13965
44 H -0.25971 -4.56714 6.87172
45 H 1.88039 -6.08833 8.46746
46 H 0.45346 -5.43299 9.04155
47 H 3.42098 -3.03813 9.35436
48 H 3.46166 -4.74438 9.53081
49 H 2.31685 -3.74856 10.47029
50 H 2.01437 -4.30183 6.17234
51 H 1.11297 -5.08137 4.93203
52 C 5.08208 3.92045 1.70839
53 C 5.89520 2.63782 1.43366
54 C 6.27433 2.25059 0.02485
55 O 7.17482 1.13145 0.01659
56 C 7.61043 0.77624 -1.28942
57 N 7.10930 2.64575 2.26498
58 H 5.44727 4.79212 1.16531
59 H 4.99179 4.06543 2.78492
60 H 4.03144 3.70790 1.51072
61 H 5.29632 1.81967 1.83378
62 H 6.62552 3.11408 -0.54008
63 H 5.36365 1.93829 -0.48627
64 H 6.76610 0.50921 -1.92494
65 H 8.17154 -0.15691 -1.23957
66 H 8.23321 1.51798 -1.78950
67 H 7.83687 3.20010 1.83668
68 H 7.56195 1.75765 2.10226
69 C 7.05470 -8.88135 3.91235
70 C 6.06458 -7.76324 3.68449
71 C 6.43896 -6.91566 2.39845
72 O 7.74673 -6.31285 2.42070
73 C 8.03518 -5.76678 1.12370
74 N 4.75174 -8.35908 3.55023
75 H 6.89689 -9.31503 4.89982
76 H 8.07985 -8.53093 3.79252
77 H 6.92423 -9.68366 3.18613
78 H 6.07656 -7.05688 4.51456
79 H 5.67055 -6.17578 2.17438
80 H 6.32548 -7.62665 1.58008
81 H 9.06556 -5.42726 1.01817
82 H 7.32220 -4.95648 0.97142
83 H 8.02943 -6.49700 0.31447
84 H 4.66715 -8.91441 4.38960
85 H 4.04090 -7.67375 3.76269
86 C 6.17309 -4.48096 -11.01193
87 C 5.54718 -5.67191 -10.24004
88 C 4.09707 -5.39577 -9.82893
89 O 4.05552 -4.22202 -8.98591
90 C 2.84658 -4.05282 -8.20350
91 N 5.51501 -6.90992 -11.06048
92 H 7.23825 -4.68943 -11.11229
93 H 6.17784 -3.49015 -10.55765
94 H 5.68325 -4.40816 -11.98294
95 H 6.09346 -5.76504 -9.30142
96 H 3.63550 -6.30184 -9.43638
97 H 3.51596 -5.12668 -10.71098
98 H 2.68316 -4.93397 -7.58304
99 H 1.97280 -3.84751 -8.82194
100 H 2.92092 -3.24815 -7.47201
101 H 5.13635 -7.63998 -10.47419
102 H 4.83030 -6.93784 -11.80244
103 C 5.02866 5.11952 8.02516
104 C 4.78879 3.79864 8.70577
105 C 3.96560 2.79840 7.86120
106 O 2.64363 3.32093 7.52140
107 C 1.86049 2.59997 6.63298
108 N 6.07047 3.26247 9.19915
109 H 5.64833 5.77042 8.64195
110 H 4.14090 5.65738 7.69245
111 H 5.62639 4.97336 7.12546
112 H 4.19912 3.99872 9.60040
113 H 3.89747 1.95718 8.55099
114 H 4.34858 2.45879 6.89886
115 H 0.84081 2.98279 6.59048
116 H 1.83544 1.57938 7.01490
117 H 2.13362 2.66319 5.57966
118 H 5.79503 2.38540 9.61747
119 H 6.47629 2.81255 8.39108
120 C 1.20740 8.23689 -3.58712
121 C 0.88500 6.74270 -3.29080
122 C -0.28946 6.12408 -4.08888
123 O -1.52321 6.80948 -3.75076
124 C -2.60968 6.56569 -4.62405
125 N 2.06985 5.87211 -3.37522
126 H 1.86432 8.66529 -2.83014
127 H 0.30286 8.84469 -3.60918
128 H 1.68061 8.33594 -4.56403
129 H 0.62191 6.70675 -2.23362
130 H -0.30945 5.04529 -3.93425
131 H -0.03867 6.32616 -5.13021
132 H -2.32865 6.50569 -5.67548
133 H -3.48933 7.19728 -4.49987
134 H -2.98776 5.54795 -4.52735
135 H 2.41977 5.68456 -4.30393
136 H 2.86510 6.23253 -2.86749
137 C 1.81563 -2.24567 -0.65150
138 C 0.85966 -1.87628 0.42532
139 C 0.13891 -0.53202 0.00520
140 O -0.66072 -0.08126 1.07740
141 C -1.38617 1.12446 0.85646
142 N -0.12558 -2.91350 0.63785
143 H 1.42778 -2.14055 -1.66473
144 H 2.30543 -3.21842 -0.60743
145 H 2.68776 -1.59655 -0.57327
146 H 1.44738 -1.68560 1.32328
147 H -0.45221 -0.59388 -0.90851
148 H 0.89807 0.24988 -0.01519
149 H -1.92431 1.41749 1.75792
150 H -2.17902 0.94921 0.12929
151 H -0.79721 1.95954 0.47715
152 H -0.83976 -2.40456 1.13887
153 H -0.65906 -3.12291 -0.19381
154 C 1.11152 -10.27348 -1.84177
155 C 0.55425 -8.85611 -1.94629
156 C -0.78464 -8.81176 -2.80313
157 O -0.45948 -9.36089 -4.11960
158 C -1.46534 -9.19233 -5.05573
159 N 0.25246 -8.44681 -0.56764
160 H 1.25191 -10.73219 -2.82053
161 H 0.37974 -10.83407 -1.26010
162 H 2.08121 -10.37063 -1.35354
163 H 1.32874 -8.21382 -2.36547
164 H -1.18300 -7.80441 -2.92424
165 H -1.51933 -9.41805 -2.27330
166 H -1.59259 -8.11599 -5.17149
167 H -2.38779 -9.59218 -4.63463
168 H -1.30319 -9.55835 -6.06955
169 H 0.31572 -7.44031 -0.51232
170 H 1.09135 -8.75114 -0.09462
171 C -4.34779 8.86303 1.66623
172 C -4.45662 10.03321 0.63585
173 C -5.14315 11.28952 1.29975
174 O -6.50111 10.97647 1.55089
175 C -7.21272 11.91868 2.32446
176 N -3.14604 10.23029 0.12451
177 H -5.36834 8.55729 1.89664
178 H -3.82719 9.23247 2.54974
179 H -3.77799 7.98733 1.35547
180 H -5.00045 9.61993 -0.21358
181 H -5.10047 12.11884 0.59372
182 H -4.65817 11.47345 2.25843
183 H -6.55862 12.25852 3.12744
184 H -7.99207 11.42397 2.90409
185 H -7.68964 12.61555 1.63524
186 H -3.12075 10.96222 -0.57101
187 H -2.87165 9.39350 -0.37005
188 C -7.37334 -0.83628 3.25077
189 C -7.21875 0.70944 3.59564
190 O -8.42219 1.11931 4.18855
191 H -8.28648 -0.97625 2.67225
192 H -7.38053 -1.33173 4.22163
193 H -6.51850 -1.25475 2.71951
194 H -7.08765 1.40864 2.76980
195 H -6.33997 0.90563 4.20992
196 H -8.27155 1.12265 5.13666

Computed properties:
HOMO-LUMO gap (eV): 9.215
E_LUMO (Ha): 0.00279
SMILES: COC[C@H](C)N.COC[C@H](C)N.COC[C@H](C)N.COC[C@H](C)N.COC[C@H](C)N.COC[C@H](C)N.COC[C@H](C)N.COC[C@H](C)N.COC[C@H](C)N.COC[C@H](C)N.COC[C@H](C)N.CCO
HOMO energy (eV): -9.1
Energy (Eh): -3333.5940